# C41H40AgN5O4PS

A molecular structure, C41H40AgN5O4PS at a distorted geometry (wB97M-V/def2-TZVPD, the Open Molecules 2025 dataset).

```
93
C41H40AgN5O4PS | the Open Molecules 2025 dataset | wB97M-V/def2-TZVPD
Ag -13.3339 -11.0601 16.1367
S -12.9251 -11.0463 13.7961
P -9.5119 -7.6882 17.0658
O -17.8439 -9.9869 16.5988
O -10.2957 -8.5051 17.9886
O -11.6794 -8.2942 14.3264
O -15.1756 -13.2507 18.1904
N -12.8389 -11.6148 18.3432
N -17.1828 -13.2989 17.2076
N -14.5030 -9.0920 16.6282
N -16.4125 -11.2898 17.8534
N -12.8934 -8.1702 13.8021
C -21.1137 -12.8489 18.3109
C -13.5691 -9.3374 13.6121
C -17.9264 -12.3016 16.3374
C -17.8969 -13.9915 14.2138
C -12.3099 -4.7515 17.1605
C -19.8636 -13.0028 17.9140
C -8.0264 -6.9529 18.0614
C -7.3211 -6.8238 20.3179
C -10.4735 -6.1746 16.6155
C -8.9266 -8.4128 15.5522
C -20.2864 -11.6833 15.9231
C -17.7863 -13.1800 12.0228
C -6.8412 -5.0095 18.8563
C -21.5309 -11.4641 16.2658
C -17.3475 -10.9901 16.9824
C -17.8015 -12.7243 14.7916
C -18.0773 -11.8187 12.4675
C -7.7316 -9.5898 13.2466
C -11.1026 -4.5939 14.9614
C -13.8384 -9.0906 18.9762
C -7.6990 -7.5779 19.3485
C -22.0159 -12.0936 17.4955
C -19.4313 -12.4191 16.6573
C -16.1183 -12.5571 17.8752
C -10.2763 -5.5207 15.4535
C -7.5679 -5.6374 18.0275
C -13.7737 -8.4569 17.6608
C -6.6611 -5.7013 20.1126
C -15.0004 -6.8159 13.5700
C -11.3501 -5.7161 17.4874
C -7.2186 -8.3663 13.7777
C -17.8347 -14.2399 12.8081
C -13.4410 -6.9841 13.9035
C -15.7367 -7.9613 13.1477
C -12.2097 -4.1515 15.8396
C -7.9848 -7.6424 14.7566
C -12.7606 -10.3765 19.1779
C -18.0440 -11.6368 13.9014
C -14.9554 -9.2172 13.0799
C -8.7851 -10.2284 13.9075
C -9.3718 -9.6116 15.0149
H -16.9850 -7.7751 13.6512
H -15.4704 -8.9922 17.0107
H -12.7164 -6.3821 13.9644
H -15.7927 -10.2485 13.1048
H -11.8517 -9.8148 19.0100
H -6.1808 -7.9956 13.3540
H -18.1562 -11.1341 11.6727
H -9.0777 -11.2896 13.4984
H -14.5979 -8.7037 15.7632
H -10.2442 -9.9715 15.4442
H -12.8422 -3.2976 15.7261
H -12.8919 -10.7328 20.3976
H -6.1001 -5.3999 20.9420
H -12.7825 -8.1348 17.3412
H -19.0538 -13.4894 18.8521
H -7.1765 -10.0048 12.4650
H -15.6000 -6.0740 14.0517
H -23.0639 -11.7413 17.9378
H -7.0110 -7.3002 21.9793
H -18.2579 -15.2240 12.7386
H -9.6721 -5.7602 14.7477
H -13.4182 -8.6971 19.8862
H -16.9777 -14.3241 16.7852
H -17.6969 -13.3247 11.0639
H -22.4967 -11.3484 15.4737
H -5.9842 -4.1324 18.6360
H -14.8133 -9.6683 19.1348
H -11.0836 -4.1227 14.0551
H -11.9260 -12.1778 18.2165
H -14.1472 -7.5391 17.8211
H -7.8703 -8.6544 19.0534
H -13.6119 -12.2115 18.3804
H -18.2291 -10.4990 14.2471
H -18.5379 -14.4643 15.2010
H -19.7137 -11.1266 15.0874
H -21.6707 -13.0037 19.1943
H -7.5338 -6.8534 15.4720
H -11.2328 -6.4999 18.2996
H -12.8976 -4.2128 17.8566
H -7.6051 -5.2197 16.9440
```

Values from the calculation:
ΔE to the lowest compared entry with this formula, charge and spin	524.5	kcal per mole
2S+1	2
<S²>	0.765
Kohn-Sham gap (alpha / beta)	2.9 / 6.9	eV
total charge	-2
LUMO level (alpha / beta)	3.907 / 3.907	eV

Results of the Mulliken charge analysis, in e, for atoms 1 through 5: number 1, Ag, carries 0.274; number 2, S, carries -0.542; number 3, P, carries 0.649; number 4, O, carries -0.706; number 5, O, carries -0.535